Computed, not measured: 5 unconnected molecules or ions with the total composition C38H80BrN2O5PS in a non-equilibrium geometry, with ωB97M-V/def2-TZVPD.

```
128
Properties=species:S:1:pos:R:3
C 1.45 9.29 -0.76
C 1.11 8.32 -1.43
C 0.82 7.06 -2.36
N -0.40 6.36 -1.91
C -0.05 5.45 -0.79
C -1.08 5.68 0.42
C -2.13 4.52 0.61
Br 0.06 5.70 2.09
C -1.12 5.70 -3.02
C -0.18 5.04 -4.14
O -0.08 5.96 -5.26
C 1.12 5.76 -5.99
N 1.18 4.31 -6.48
C 2.38 3.98 -6.33
S 3.78 3.47 -5.65
O -1.99 4.68 -2.50
C -3.06 4.31 -3.39
C -3.40 2.78 -3.05
O -2.77 1.89 -4.00
C -2.72 0.53 -3.51
C -1.26 -0.03 -3.92
P -2.29 7.05 -3.77
O -3.22 7.53 -2.41
O -1.41 8.43 -4.19
H 1.58 10.03 0.07
H 0.79 7.46 -3.41
H 1.77 6.43 -2.29
H 0.96 5.79 -0.40
H 0.08 4.36 -1.08
H -1.51 6.71 0.34
H -2.98 4.72 -0.12
H -1.75 3.49 0.38
H -2.63 4.56 1.64
H -0.63 4.08 -4.57
H 0.84 4.73 -3.72
H 1.07 6.39 -6.93
H 2.07 5.98 -5.41
H -4.04 4.86 -3.17
H -2.81 4.32 -4.49
H -4.53 2.67 -3.23
H -3.21 2.51 -1.97
H -2.89 0.43 -2.40
H -3.47 -0.13 -4.06
H -0.64 -0.31 -3.01
H -1.33 -0.89 -4.66
H -0.70 0.79 -4.47
H -4.17 7.34 -2.57
H -1.51 9.04 -3.42
C -0.14 -1.81 -10.37
C -1.09 -1.19 -9.35
C -1.48 0.25 -9.68
C -0.32 1.25 -9.69
C 0.48 1.34 -8.39
C -0.36 1.81 -7.21
H 0.82 -1.27 -10.40
H 0.08 -2.85 -10.10
H -0.57 -1.80 -11.37
H -0.66 -1.25 -8.35
H -2.01 -1.80 -9.33
H -2.24 0.58 -8.97
H -1.96 0.27 -10.67
H -0.71 2.24 -9.93
H 0.37 1.00 -10.50
H 1.30 2.04 -8.53
H 0.93 0.37 -8.15
H -0.79 2.80 -7.41
H 0.26 1.89 -6.31
H -1.18 1.12 -6.98
C -0.29 0.48 1.11
C -1.60 0.32 1.87
C -1.75 1.31 3.03
C -0.70 1.19 4.14
C -0.62 -0.18 4.80
C -1.90 -0.58 5.52
H 0.57 0.30 1.75
H -0.25 -0.22 0.28
H -0.21 1.49 0.70
H -1.69 -0.71 2.24
H -2.43 0.47 1.18
H -2.75 1.20 3.46
H -1.71 2.33 2.63
H -0.92 1.95 4.90
H 0.28 1.45 3.73
H 0.20 -0.16 5.53
H -0.35 -0.95 4.07
H -2.16 0.15 6.29
H -1.77 -1.55 6.00
H -2.74 -0.67 4.82
C -0.35 -7.42 7.39
C 0.72 -6.46 7.89
C 0.38 -5.81 9.22
C -0.88 -4.93 9.22
C -0.86 -3.78 8.20
C 0.25 -2.77 8.46
H -1.30 -6.91 7.21
H -0.04 -7.88 6.45
H -0.53 -8.22 8.12
H 0.91 -5.70 7.12
H 1.66 -7.01 8.00
H 1.23 -5.21 9.56
H 0.24 -6.59 9.98
H -1.02 -4.51 10.22
H -1.76 -5.55 9.03
H -1.82 -3.26 8.26
H -0.78 -4.17 7.19
H 0.16 -2.34 9.46
H 0.19 -1.96 7.73
H 1.24 -3.23 8.37
C 4.31 -5.21 5.79
C 4.01 -5.32 4.30
C 2.92 -6.36 3.98
C 3.26 -7.80 4.37
C 4.54 -8.36 3.75
C 4.48 -8.43 2.22
H 4.69 -6.14 6.20
H 5.06 -4.43 5.96
H 3.41 -4.93 6.35
H 4.93 -5.56 3.76
H 3.68 -4.35 3.93
H 2.70 -6.31 2.91
H 2.00 -6.07 4.50
H 2.42 -8.44 4.09
H 3.35 -7.87 5.46
H 4.70 -9.37 4.13
H 5.41 -7.77 4.05
H 3.65 -9.05 1.90
H 5.40 -8.87 1.83
H 4.37 -7.44 1.78
```

* relative energy (zero: lowest compared OMol25 entry of this formula, charge and spin): 0.000 eV
* Kohn-Sham gap: 8.13 eV
* lowest unoccupied orbital energy: -0.1 eV

Results of the Mulliken charge analysis, in e, for atoms 1 through 6: atom 1 (C): 0.0743, atom 2 (C): -1.0529, atom 3 (C): -0.3061, atom 4 (N): 0.4033, atom 5 (C): -0.8617, atom 6 (C): -0.1276


Computed, not measured: a molecular structure, CH2O2S3 in a non-equilibrium geometry, with ωB97M-V/def2-TZVPD.

```
8
Properties=species:S:1:pos:R:3
C -1.55 -0.74 -0.19
O 1.12 1.31 0.22
O 3.14 -0.21 0.45
S -0.09 -1.52 0.07
S -1.71 1.01 -0.15
S 2.05 0.29 -0.33
H -2.58 -1.30 -0.27
H -0.38 1.15 0.20
```

* relative energy (zero: lowest compared OMol25 entry of this formula, charge and spin): 0.826 eV
* Kohn-Sham gap: 7.99 eV
* lowest unoccupied orbital energy: -1.3 eV

Results of the Mulliken charge analysis, in e, for atoms 1 through 6: atom 1 (C): -0.0449, atom 2 (O): -0.4731, atom 3 (O): -0.3546, atom 4 (S): -0.2488, atom 5 (S): -0.1606, atom 6 (S): 0.6978


Computed, not measured: a molecular structure, C8H21O3Tl in a non-equilibrium geometry, with ωB97M-V/def2-TZVPD.

```
33
Properties=species:S:1:pos:R:3
Tl -19.73 -4.49 -13.73
C -24.58 -2.93 -12.26
C -23.17 -2.52 -11.93
O -22.18 -3.00 -12.63
H -24.76 -4.00 -12.13
H -24.77 -2.76 -13.33
H -25.21 -2.29 -11.64
H -22.84 -2.61 -10.86
H -23.06 -1.39 -11.99
C -22.23 -2.40 -18.01
C -20.90 -2.38 -17.25
C -20.39 -0.93 -17.11
O -21.01 -3.00 -15.96
H -22.04 -2.12 -19.04
H -22.89 -1.60 -17.66
H -22.81 -3.32 -17.89
H -20.18 -3.00 -17.79
H -21.05 -0.42 -16.40
H -20.48 -0.41 -18.06
H -19.38 -0.87 -16.73
H -21.83 -2.63 -15.59
C -15.73 -5.23 -16.87
C -16.77 -4.49 -16.04
C -17.09 -3.12 -16.63
O -18.00 -5.21 -15.91
H -15.44 -6.15 -16.36
H -14.86 -4.62 -17.09
H -16.24 -5.56 -17.79
H -16.28 -4.37 -15.07
H -17.82 -2.63 -15.97
H -17.54 -3.31 -17.60
H -16.25 -2.45 -16.77
H -17.91 -6.08 -16.33
```

* relative energy (zero: lowest compared OMol25 entry of this formula, charge and spin): 0.000 eV
* Kohn-Sham gap: 2.65 eV
* net charge: +2
* lowest unoccupied orbital energy: -13.5 eV

Results of the Mulliken charge analysis, in e, for atoms 1 through 6: atom 1 (Tl): 0.9132, atom 2 (C): -0.9537, atom 3 (C): -0.0284, atom 4 (O): -0.0974, atom 5 (H): 0.3472, atom 6 (H): 0.3377


Computed, not measured: 5 unconnected molecules or ions with the total composition C24H51F2O18P3 in a non-equilibrium geometry, with ωB97M-V/def2-TZVPD.

```
98
Properties=species:S:1:pos:R:3
O -5.28 -1.84 4.91
C -5.33 -2.07 3.76
O -6.26 -1.56 2.90
C -6.00 -2.05 1.59
C -5.06 -3.23 1.87
F -4.08 -3.32 0.92
O -4.45 -2.87 3.07
H -6.92 -2.36 1.10
H -5.51 -1.27 1.01
H -5.58 -4.18 1.91
O -2.63 1.67 1.09
C -2.13 0.66 0.70
O -1.36 0.56 -0.39
C -1.19 -0.82 -0.73
C -1.46 -1.48 0.62
F -0.30 -1.61 1.34
O -2.28 -0.56 1.29
H -1.96 -1.13 -1.44
H -0.17 -1.06 -1.00
H -1.91 -2.46 0.54
C 5.45 -0.62 -2.31
C 4.61 -0.36 -1.07
O 3.24 -0.16 -1.47
P 2.52 1.17 -1.01
O 3.30 2.40 -1.14
O 1.17 1.13 -1.82
C 0.66 2.26 -2.55
C -0.49 1.77 -3.41
O 2.08 0.77 0.46
C 1.65 1.83 1.33
C 0.89 1.29 2.52
H 5.35 0.20 -3.01
H 6.49 -0.78 -2.02
H 5.10 -1.53 -2.80
H 4.61 -1.22 -0.41
H 5.00 0.52 -0.55
H 0.39 3.02 -1.82
H 1.44 2.70 -3.18
H -0.60 0.69 -3.29
H -1.44 2.25 -3.15
H -0.31 1.91 -4.47
H 2.52 2.38 1.66
H 1.03 2.56 0.80
H 1.46 0.50 3.00
H 0.81 2.12 3.22
H -0.12 0.95 2.34
C -3.48 -4.58 -3.19
C -2.35 -3.94 -2.44
O -1.45 -4.96 -1.99
P 0.11 -4.69 -2.03
O 0.61 -4.03 -3.23
O 0.37 -3.88 -0.70
C 1.74 -3.53 -0.32
C 2.26 -4.51 0.71
O 0.72 -6.11 -1.79
C -0.02 -7.28 -1.36
C -0.36 -8.13 -2.57
H -4.33 -3.90 -3.27
H -3.22 -4.89 -4.20
H -3.84 -5.45 -2.64
H -1.81 -3.21 -3.05
H -2.72 -3.40 -1.57
H 2.33 -3.51 -1.23
H 1.65 -2.53 0.11
H 3.32 -4.31 0.86
H 1.70 -4.41 1.64
H 2.16 -5.53 0.35
H 0.66 -7.80 -0.69
H -0.90 -6.98 -0.80
H -0.89 -7.52 -3.31
H 0.55 -8.49 -3.05
H -1.00 -8.97 -2.30
C -1.82 4.09 3.64
C -1.36 4.74 2.37
O 0.09 4.77 2.39
P 0.84 5.75 1.40
O 0.57 7.16 1.62
O 0.48 5.17 -0.02
C 1.05 5.79 -1.21
C 0.49 7.16 -1.47
O 2.34 5.29 1.57
C 3.06 5.64 2.76
C 3.52 4.38 3.45
H -2.90 3.91 3.64
H -1.33 3.13 3.78
H -1.62 4.75 4.49
H -1.71 4.19 1.49
H -1.74 5.76 2.30
H 2.13 5.81 -1.06
H 0.83 5.11 -2.03
H 0.89 7.91 -0.79
H 0.70 7.49 -2.49
H -0.60 7.14 -1.39
H 3.91 6.24 2.45
H 2.45 6.28 3.40
H 2.68 3.75 3.76
H 4.14 3.80 2.77
H 4.11 4.60 4.34
```

* Kohn-Sham gap: 10.46 eV
* lowest unoccupied orbital energy: 0.2 eV

Results of the Mulliken charge analysis, in e, for atoms 1 through 6: atom 1 (O): -0.4850, atom 2 (C): 0.6408, atom 3 (O): -0.3397, atom 4 (C): -0.2674, atom 5 (C): 0.2100, atom 6 (F): -0.1838


Computed, not measured: a molecular structure, C17H23As2CaCl2N5, with ωB97M-V/def2-TZVPD.

```
50
Properties=species:S:1:pos:R:3
Ca -0.11 -0.09 0.00
Cl 0.63 -0.04 2.85
C 2.38 -0.03 2.55
Cl 2.73 -0.10 0.81
H 2.82 -0.89 3.03
H 2.79 0.90 2.94
C 1.24 0.12 -4.22
As -0.18 0.45 -2.94
C -1.67 -0.46 -3.79
C -0.60 2.32 -3.29
C -0.88 2.68 -4.60
C -1.16 3.99 -4.94
C -1.17 4.97 -3.95
C -0.89 4.62 -2.64
C -0.60 3.30 -2.29
As -0.21 2.92 -0.42
C 1.33 4.07 -0.11
C -1.61 3.93 0.49
H 0.92 0.42 -5.22
H 1.49 -0.94 -4.22
H 2.12 0.70 -3.94
H -1.77 -0.14 -4.83
H -2.59 -0.24 -3.25
H -1.49 -1.54 -3.77
H -0.87 1.93 -5.39
H -1.38 4.25 -5.96
H -1.39 6.00 -4.20
H -0.89 5.40 -1.88
H 1.11 5.08 -0.46
H 2.18 3.68 -0.66
H 1.55 4.09 0.95
H -1.54 4.99 0.25
H -1.49 3.81 1.57
H -2.58 3.56 0.19
N -4.62 -1.02 0.27
C -3.70 -0.06 0.25
N -2.50 -0.61 0.18
C -2.77 -1.96 0.17
N -4.04 -2.24 0.22
C -1.72 -2.99 0.10
C -2.03 -4.34 0.10
N -1.09 -5.27 0.05
C 0.17 -4.86 -0.01
C 0.50 -3.51 -0.01
N -0.45 -2.57 0.04
H -5.62 -0.94 0.32
H -3.93 0.99 0.29
H -3.06 -4.67 0.15
H 0.94 -5.62 -0.05
H 1.53 -3.19 -0.06
```

* relative energy (zero: lowest compared OMol25 entry of this formula, charge and spin): 0.000 eV
* Kohn-Sham gap: 8.64 eV
* net charge: +2
* lowest unoccupied orbital energy: -6.0 eV

Results of the Mulliken charge analysis, in e, for atoms 1 through 6: atom 1 (Ca): 0.9403, atom 2 (Cl): -0.0888, atom 3 (C): -0.1599, atom 4 (Cl): -0.1089, atom 5 (H): 0.3433, atom 6 (H): 0.3471


Computed, not measured: a molecular structure, C4H8NO2 in a non-equilibrium geometry, with ωB97M-V/def2-TZVPD.

```
15
Properties=species:S:1:pos:R:3
O -2.54 -0.67 0.27
C -1.29 -0.57 0.95
C -0.23 -0.52 -0.15
C -0.59 0.56 -1.23
N 0.55 -0.18 0.95
C 1.95 0.26 0.25
O 2.48 -0.56 -0.65
H -1.46 0.26 1.67
H -1.20 -1.41 1.67
H 0.16 0.68 -2.00
H -1.57 0.38 -1.39
H -0.61 1.47 -0.64
H 0.10 -1.47 -0.58
H 2.46 0.51 1.23
H 1.78 1.26 -0.35
```

* relative energy (zero: lowest compared OMol25 entry of this formula, charge and spin): 9.274 eV
* Kohn-Sham gap: 5.97 eV
* net charge: -1
* lowest unoccupied orbital energy: 2.0 eV

Results of the Mulliken charge analysis, in e, for atoms 1 through 6: atom 1 (O): -0.7425, atom 2 (C): -0.4783, atom 3 (C): 0.4375, atom 4 (C): -1.5038, atom 5 (N): -0.3001, atom 6 (C): -0.2998


Computed, not measured: 2 unconnected molecules or ions with the total composition C5H10O4 in a non-equilibrium geometry, with ωB97M-V/def2-TZVPD.

```
19
Properties=species:S:1:pos:R:3
O 1.29 -0.72 0.73
C 0.36 -1.38 1.06
O -0.76 -0.91 1.51
C 0.38 -2.94 0.94
O -0.90 -3.49 1.12
H -0.93 0.08 1.47
H 1.04 -3.43 1.80
H 0.70 -3.32 -0.15
H -1.49 -3.09 0.48
O 0.05 1.64 0.91
C -0.31 2.23 -0.32
C -0.52 1.38 -1.60
C 0.70 2.37 -1.52
H 0.90 1.33 0.62
H -1.11 2.94 -0.06
H -1.37 1.57 -2.15
H -0.46 0.29 -1.46
H 1.78 2.05 -1.45
H 0.67 3.41 -1.92
```

* relative energy (zero: lowest compared OMol25 entry of this formula, charge and spin): 3.108 eV
* Kohn-Sham gap: 10.23 eV
* lowest unoccupied orbital energy: 0.7 eV

Results of the Mulliken charge analysis, in e, for atoms 1 through 6: atom 1 (O): -0.5779, atom 2 (C): 0.6498, atom 3 (O): -0.4594, atom 4 (C): -0.2802, atom 5 (O): -0.5164, atom 6 (H): 0.4322


Computed, not measured: a single C11H14N2O2 molecule in a non-equilibrium geometry, with ωB97M-V/def2-TZVPD.

```
29
Properties=species:S:1:pos:R:3
C -1.66 -2.97 -1.60
C -1.12 -1.85 -0.77
N -0.91 -0.64 -1.31
O -1.10 -0.30 -2.50
C -0.68 0.36 -0.13
C 0.58 1.17 -0.28
C 0.56 2.53 -0.41
C 1.71 3.31 -0.56
C 2.93 2.75 -0.47
C 2.98 1.36 -0.34
C 1.85 0.61 -0.41
C -0.66 -0.50 1.06
C -1.51 0.00 2.25
N -1.16 -1.84 0.62
O -0.32 -2.92 1.20
H -0.80 -3.30 -2.25
H -2.36 -2.64 -2.37
H -1.98 -3.78 -0.99
H -1.67 0.89 -0.16
H -0.35 3.14 -0.16
H 1.47 4.38 -0.54
H 3.83 3.37 -0.37
H 3.96 0.91 -0.13
H 2.01 -0.44 -0.22
H 0.44 -0.61 1.46
H -2.58 0.42 1.89
H -0.93 0.82 2.65
H -1.77 -0.67 2.98
H -0.79 -3.56 1.87
```

* relative energy (zero: lowest compared OMol25 entry of this formula, charge and spin): 4.026 eV
* Kohn-Sham gap: 8.22 eV
* lowest unoccupied orbital energy: 0.5 eV

Results of the Mulliken charge analysis, in e, for atoms 1 through 6: atom 1 (C): -1.2991, atom 2 (C): 0.2950, atom 3 (N): 0.6736, atom 4 (O): -0.7638, atom 5 (C): -0.0333, atom 6 (C): 0.0727


Computed, not measured: 4 unconnected molecules or ions with the total composition C3H11NO3 in a non-equilibrium geometry, with ωB97M-V/def2-TZVPD.

```
18
Properties=species:S:1:pos:R:3
C 1.32 -1.54 -1.56
C 1.12 -0.27 -1.14
N 0.69 -0.04 0.18
C 1.27 -0.53 1.19
H 1.33 -2.26 -0.75
H 1.84 -1.72 -2.48
H 1.63 0.55 -1.64
H 0.63 -0.78 2.03
H 2.27 -0.99 1.20
O 0.38 2.69 0.05
H 0.36 1.76 -0.20
H 0.03 3.17 -0.70
O -2.17 -1.30 -0.90
H -1.41 -0.92 -0.46
H -2.76 -0.53 -0.84
O -2.16 0.59 2.25
H -1.74 0.72 1.37
H -2.62 1.41 2.40
```

* relative energy (zero: lowest compared OMol25 entry of this formula, charge and spin): 3.383 eV
* Kohn-Sham gap: 9.82 eV
* lowest unoccupied orbital energy: 0.2 eV

Results of the Mulliken charge analysis, in e, for atoms 1 through 6: atom 1 (C): -0.6988, atom 2 (C): 0.0150, atom 3 (N): -0.3098, atom 4 (C): -0.5509, atom 5 (H): 0.3034, atom 6 (H): 0.2819


Computed, not measured: a molecular structure, C27H52OP2Ti in a non-equilibrium geometry, with ωB97M-V/def2-TZVPD.

```
83
Properties=species:S:1:pos:R:3
Ti -0.30 -0.51 -0.46
C -2.04 1.79 0.50
C -2.32 0.92 -0.62
C -2.34 -0.32 1.36
C -2.09 1.03 1.69
C -2.47 -0.44 -0.06
C -1.90 3.28 0.42
H -1.54 3.61 -0.58
H -1.20 3.68 1.19
H -2.89 3.74 0.59
C -2.09 1.61 3.06
H -2.12 2.71 3.03
H -1.15 1.34 3.57
H -2.94 1.22 3.64
C -2.77 -1.42 2.25
H -3.80 -1.75 1.99
H -2.73 -1.14 3.31
H -2.09 -2.26 2.07
C -3.03 -1.65 -0.75
H -4.08 -1.44 -1.01
H -3.00 -2.53 -0.08
H -2.49 -1.92 -1.67
C -3.15 1.39 -1.76
H -4.14 1.68 -1.36
H -3.32 0.58 -2.49
H -2.73 2.28 -2.26
C 1.26 0.21 -1.43
C 0.10 1.08 -1.62
C -0.27 1.54 -3.01
C -1.06 0.49 -3.82
C -1.09 -0.86 -3.14
C 0.04 -1.61 -2.99
C 1.39 -1.16 -3.56
C 2.10 -0.15 -2.62
H 0.69 1.76 -3.50
H -0.61 0.42 -4.84
H -0.84 2.48 -2.95
H 2.32 0.79 -3.14
H 1.88 0.44 -0.55
H 0.05 1.92 -0.91
H 3.05 -0.56 -2.25
H 2.05 -2.03 -3.73
H -0.07 -2.69 -2.84
H 1.23 -0.66 -4.53
H -2.10 0.81 -3.97
H -2.08 -1.36 -3.25
P 1.81 2.64 0.62
C 1.58 3.29 2.31
H 2.39 4.01 2.50
H 1.59 2.47 3.04
H 0.60 3.80 2.37
C 3.44 1.83 0.70
H 4.15 2.53 1.17
H 3.79 1.56 -0.30
H 3.38 0.91 1.29
C 2.11 4.08 -0.49
H 2.27 3.69 -1.51
H 3.01 4.62 -0.12
H 1.21 4.73 -0.47
P 0.63 -3.01 -0.11
C -0.45 -4.31 -0.78
H 0.20 -5.06 -1.24
H -1.14 -3.89 -1.52
H -1.02 -4.74 0.06
C 2.15 -3.11 -1.10
H 1.91 -2.92 -2.15
H 2.58 -4.10 -0.98
H 2.87 -2.35 -0.76
C 1.25 -3.64 1.47
H 1.34 -4.73 1.40
H 0.57 -3.38 2.29
H 2.23 -3.19 1.67
C 0.03 -1.03 3.52
C 0.94 -0.29 2.57
C 2.33 -0.76 2.94
O 0.63 -0.41 1.19
H -0.22 -2.06 3.26
H -0.88 -0.51 3.72
H 0.47 -1.14 4.53
H 0.86 0.76 2.78
H 2.45 -1.84 3.01
H 3.09 -0.42 2.28
H 2.54 -0.37 3.94
```

* multiplicity: 2
* Kohn-Sham gap (alpha / beta): 7.27 / 5.73 eV
* expectation value of S²: 0.785
* net charge: +1
* lowest unoccupied orbital energy (alpha / beta): -2.7 / -4.2 eV

Results of the Mulliken charge analysis, in e, for atoms 1 through 6: atom 1 (Ti): -0.5927, atom 2 (C): 0.6410, atom 3 (C): 1.8472, atom 4 (C): 1.3885, atom 5 (C): 0.7218, atom 6 (C): -0.0899


Please write out number 2 again, unchanged.
Computed, not measured: a molecular structure, CH2O2S3 in a non-equilibrium geometry, with ωB97M-V/def2-TZVPD.

```
8
Properties=species:S:1:pos:R:3
C -1.55 -0.74 -0.19
O 1.12 1.31 0.22
O 3.14 -0.21 0.45
S -0.09 -1.52 0.07
S -1.71 1.01 -0.15
S 2.05 0.29 -0.33
H -2.58 -1.30 -0.27
H -0.38 1.15 0.20
```

* relative energy (zero: lowest compared OMol25 entry of this formula, charge and spin): 0.826 eV
* Kohn-Sham gap: 7.99 eV
* lowest unoccupied orbital energy: -1.3 eV

Results of the Mulliken charge analysis, in e, for atoms 1 through 6: atom 1 (C): -0.0449, atom 2 (O): -0.4731, atom 3 (O): -0.3546, atom 4 (S): -0.2488, atom 5 (S): -0.1606, atom 6 (S): 0.6978